(1)
Below is a molecular structure, C38H35BrGeN2O2SZr in a non-equilibrium geometry, with properties calculated with the ωB97M-V functional and the def2-TZVPD basis.

The geometry in ORCA input format:
```
! RIJCOSX wB97M-V def2-TZVPD def2/J DEFGRID3
* xyz 0 1
Zr 1.6258 -0.9002 -1.2536
C 7.0398 0.7843 -1.8665
C 6.4615 -0.5164 -2.4670
C 5.0343 -0.5798 -2.1558
N 3.8656 -0.6818 -2.0821
H 7.9501 1.0906 -2.3871
H 7.2253 0.6685 -0.8001
H 6.2641 1.5873 -1.9958
H 7.0282 -1.4112 -2.1283
H 6.5326 -0.5138 -3.5715
C -1.2634 8.2191 1.1068
C -1.0914 9.1591 -0.0679
O -1.4541 10.3122 -0.0824
S -0.2509 8.5584 -1.5648
C 0.1828 6.8518 -1.4524
C 1.3217 6.3965 -0.7581
C 1.5872 5.0376 -0.6564
C 0.8196 4.0548 -1.3351
C -0.3499 4.5107 -1.9753
C -0.6256 5.9009 -2.0547
C 1.1982 2.6781 -1.5345
C 1.4865 1.4794 -1.5854
H -2.3201 8.2143 1.4319
H -0.5966 8.6045 1.8877
H -1.0134 7.1727 0.8392
H 1.9597 7.1322 -0.2885
H 2.4785 4.7577 -0.0941
H -0.9882 3.7524 -2.4100
H -1.5740 6.2499 -2.4979
C -0.6174 -1.1682 -0.9398
Ge -1.8334 -1.5351 0.5687
C -3.8113 -1.6010 0.2614
C -4.7076 -1.9181 1.2595
C -6.0863 -1.9396 1.0236
C -6.6166 -1.6309 -0.2162
C -5.7079 -1.3766 -1.2437
C -4.3295 -1.2917 -0.9907
C -1.5323 0.0561 1.6651
C -1.7716 0.0471 3.0431
C -1.5112 1.2342 3.7831
C -1.1243 2.4088 3.1634
C -0.8741 2.3789 1.7715
C -1.1131 1.2140 1.0204
C -1.5810 -3.3628 1.2281
C -2.0978 -4.4955 0.6131
C -1.9331 -5.7735 1.1078
C -1.0594 -5.9553 2.1849
C -0.5194 -4.8453 2.8184
C -0.7361 -3.5377 2.3269
H -1.2074 -0.9396 -1.8401
H -4.3805 -2.2151 2.2267
H -6.7063 -2.1687 1.8923
H -7.6977 -1.6212 -0.3335
H -6.0308 -1.1460 -2.2566
H -3.6401 -1.0575 -1.8214
H -2.1424 -0.8492 3.5443
H -1.7262 1.1776 4.8427
H -1.0894 3.3547 3.7498
H -0.4459 3.2502 1.2599
H -0.9744 1.1963 -0.0782
H -2.6301 -4.3359 -0.3057
H -2.4172 -6.6057 0.5800
H -0.8556 -6.9647 2.5540
H 0.2221 -4.9887 3.6027
H -0.2721 -2.6664 2.7778
C 1.7067 -1.4071 1.9132
O 2.2606 -1.0261 0.6180
H 1.5538 -2.5170 1.9658
H 0.7021 -0.9595 2.0068
H 2.4505 -1.0854 2.6782
Br 4.1522 -6.3883 0.0242
C 2.9815 -5.2509 -1.0174
C 2.2957 -5.8189 -2.1072
C 1.4587 -5.0276 -2.9371
C 1.3409 -3.6958 -2.6432
N 2.0046 -3.1268 -1.5902
C 2.7674 -3.8996 -0.7687
H 2.4273 -6.8788 -2.2885
H 0.9554 -5.4784 -3.7813
H 0.7745 -2.9481 -3.2141
H 3.1910 -3.3894 0.0976
*
```

Computed properties:
**Frontier orbital gap (spin up / spin down)**: 5.93 / 5.18 eV


(2)
Below is a molecular structure, C38H35CdClN2Si2 in a non-equilibrium geometry, with properties calculated with the ωB97M-V functional and the def2-TZVPD basis.

The geometry in ORCA input format:
```
! RIJCOSX wB97M-V def2-TZVPD def2/J DEFGRID3
* xyz 0 1
C 1.3154 -2.3260 0.7402
C 2.7566 -2.4342 0.8015
C 3.2260 -1.3827 1.6371
H 3.3898 -3.1290 0.2389
C 2.1056 -0.5936 2.0327
C 0.9189 -1.2126 1.5352
H -0.1252 -0.9088 1.6885
H 0.6545 -3.0000 0.1773
H 4.2650 -1.1101 1.7874
H 2.0978 0.3797 2.5148
Cd 4.6039 1.4691 0.0785
Si 4.6920 4.2627 -0.6593
C 4.8329 5.4455 -2.2198
C 4.3263 6.7663 -2.1100
H 3.9812 7.1878 -1.1602
C 4.2076 7.6154 -3.1994
H 3.6693 8.5489 -3.0927
C 4.6528 7.2310 -4.4493
H 4.4367 7.8467 -5.3340
C 5.2704 5.9793 -4.5450
H 5.6236 5.6690 -5.5288
C 5.3382 5.0730 -3.4700
H 5.7482 4.0724 -3.6455
C 5.3884 5.7776 0.3557
C 6.3542 6.7171 -0.1457
H 7.0261 6.4523 -0.9712
C 6.4363 8.0387 0.3430
H 7.1468 8.7452 -0.0953
C 5.6492 8.4570 1.4274
H 5.7307 9.4971 1.8226
C 4.8474 7.4707 2.0125
H 4.3194 7.7662 2.9133
C 4.7767 6.1315 1.5613
H 4.2752 5.3680 2.1642
H 5.6757 3.0724 -0.6140
Si 1.3347 6.9579 -1.2581
C 0.8134 5.5625 0.1988
C 1.8339 4.6613 0.4712
H 2.7359 4.6836 -0.2241
C 1.8243 3.7757 1.5611
H 2.6668 3.0913 1.7726
C 0.6643 3.6625 2.3298
H 0.6707 2.9813 3.1858
C -0.4201 4.5002 2.0509
H -1.2761 4.4800 2.7346
C -0.3569 5.4450 0.9992
H -1.2287 6.0815 0.8003
C 1.3901 5.7845 -2.8026
C 1.4566 4.3675 -2.7681
H 0.9682 3.7834 -1.9664
C 2.0379 3.7479 -3.8780
H 2.3857 2.7276 -3.7734
C 2.0007 4.3607 -5.1268
H 2.2456 3.7894 -6.0109
C 1.4272 5.6208 -5.2528
H 1.1452 5.9864 -6.2372
C 1.1103 6.3420 -4.0896
H 0.5189 7.2605 -4.1787
H 0.0319 7.0697 -1.6486
Cl 2.6501 0.6893 -1.1897
N -1.4996 0.8216 1.3619
C -2.5449 -0.0241 1.2051
C -3.5673 -0.1832 2.1337
C -4.6288 -1.0535 1.8496
C -4.7540 -1.6908 0.6086
C -3.7218 -1.5400 -0.3897
C -3.7265 -1.9545 -1.7506
C -2.5837 -1.7840 -2.5289
C -1.3983 -1.3488 -1.9327
N -1.4116 -0.7868 -0.7382
C -2.5469 -0.8123 -0.0155
H -0.7842 0.8095 0.6528
H -1.4917 1.4966 2.1217
H -3.4713 0.3643 3.0684
H -5.3740 -1.2091 2.6235
H -5.6399 -2.3374 0.4111
H -4.6107 -2.4084 -2.1811
H -2.5366 -1.9962 -3.5763
H -0.4198 -1.4082 -2.3917
*
```

Computed properties:
**Frontier orbital gap (spin up / spin down)**: 3.73 / 3.77 eV


(3)
Below is a molecular structure, C38H35ClHgN2Si2 in a non-equilibrium geometry, with properties calculated with the ωB97M-V functional and the def2-TZVPD basis.

The geometry in ORCA input format:
```
! RIJCOSX wB97M-V def2-TZVPD def2/J DEFGRID3
* xyz 0 1
C -1.7228 -0.8249 4.9755
C -2.2330 -0.2706 3.7674
C -2.2979 -1.3086 2.8017
H -2.5485 0.7614 3.6220
C -1.8378 -2.5075 3.4062
C -1.4628 -2.2069 4.7484
H -1.0819 -2.9131 5.4836
H -1.5938 -0.2929 5.9187
H -2.6474 -1.2057 1.7785
H -1.8015 -3.4833 2.9299
Hg 0.9501 0.6922 2.0160
Si 0.2393 -0.1707 -3.5995
C 0.3292 1.4071 -4.5700
C 1.5238 1.8793 -5.1409
H 2.4591 1.3387 -4.9654
C 1.5130 3.0470 -5.9135
H 2.4380 3.4072 -6.3657
C 0.3269 3.7634 -6.1029
H 0.3198 4.6722 -6.7078
C -0.8525 3.3219 -5.4963
H -1.7748 3.8967 -5.6009
C -0.8530 2.1538 -4.7322
H -1.7689 1.8312 -4.2251
C 0.7231 -1.5703 -4.7253
C 0.0699 -1.5943 -5.9769
H -0.6071 -0.7813 -6.2595
C 0.2460 -2.6633 -6.8572
H -0.2976 -2.6841 -7.8058
C 1.1029 -3.7175 -6.5201
H 1.2247 -4.5620 -7.2027
C 1.7917 -3.6811 -5.2988
H 2.4675 -4.4991 -5.0476
C 1.5942 -2.6261 -4.3989
H 2.1108 -2.6230 -3.4370
H -1.1951 -0.4162 -3.3681
Si 0.6368 0.5471 -0.6534
C -0.3120 -1.1083 -0.3350
C -1.5951 -1.2815 -0.8940
H -2.1169 -0.4424 -1.3667
C -2.1853 -2.5483 -0.9336
H -3.1392 -2.6804 -1.4533
C -1.5421 -3.6390 -0.3470
H -2.0114 -4.6239 -0.3618
C -0.2855 -3.4676 0.2455
H 0.2223 -4.3222 0.6962
C 0.3393 -2.2179 0.2242
H 1.3504 -2.0942 0.6289
C -0.6547 1.8942 -0.8133
C -1.8976 1.7780 -0.1625
H -2.0427 0.9940 0.5871
C -2.9450 2.6507 -0.4696
H -3.9197 2.5133 0.0013
C -2.7476 3.6921 -1.3783
H -3.5667 4.3625 -1.6414
C -1.4783 3.8858 -1.9363
H -1.3078 4.7135 -2.6252
C -0.4285 3.0157 -1.6299
H 0.5674 3.1788 -2.0491
H 1.0557 0.1040 -2.0577
Cl 2.5865 1.4393 -0.6038
N 1.7836 -1.4981 3.7806
C 2.2040 -0.8203 4.9189
C 3.1437 -1.3518 5.8123
C 3.3858 -0.7027 7.0345
C 2.6938 0.4478 7.3762
C 1.7842 1.0510 6.4669
C 1.0085 2.1887 6.7605
C 0.1544 2.7088 5.8039
C 0.1438 2.1642 4.5185
N 0.9199 1.1056 4.1996
C 1.6445 0.4651 5.1745
H 2.2069 -2.4137 3.6511
H 0.7732 -1.5315 3.6156
H 3.6428 -2.2880 5.5573
H 4.1125 -1.1276 7.7280
H 2.8407 0.9295 8.3434
H 1.1095 2.6471 7.7417
H -0.5029 3.5515 5.9971
H -0.4846 2.5614 3.7184
*
```

Computed properties:
**Frontier orbital gap**: 4.33 eV


Sequential total energy output: -6825.0316; -2785.0494; -2771.0601 a.u.
Sequential relative energy (zero: lowest compared OMol25 entry of this formula, charge and spin) output: 0.0; 270.8; 0.0 kcal per mole